Formula: C7H14Cl2GaO
Source: the OMol25 dataset
Level of theory: wB97M-V/def2-TZVPD

```
25
C7H14Cl2GaO (wB97M-V/def2-TZVPD)
Ga 0.21 -0.37 2.14
Cl -1.54 -0.18 3.33
Cl 2.16 0.03 2.92
O -1.70 0.70 -1.79
C 0.82 -1.35 -2.72
C 1.34 -0.09 -2.74
C 1.51 -2.53 -2.12
C 0.12 -0.89 0.23
C 2.59 0.28 -2.00
C 3.47 -0.95 -1.72
C 2.67 -2.13 -1.18
H 3.94 -1.25 -2.66
H -1.60 1.65 -1.62
H 0.76 -0.51 -0.56
H 3.16 1.02 -2.58
H 4.27 -0.69 -1.02
H 0.79 -3.17 -1.60
H -1.30 0.27 -1.00
H 0.81 0.72 -3.23
H -0.66 -1.62 -0.02
H 2.34 0.77 -1.04
H 1.95 -3.15 -2.93
H 3.34 -2.99 -1.06
H -0.16 -1.54 -3.18
H 2.25 -1.89 -0.20
```

Net charge   -1
DFT total energy   -3195.5980 hartree
Frontier orbital gap   5.9 eV

Partial charges, natural (NBO), in e: Ga 1.270; Cl -0.553; Cl -0.567; O -0.995; C -0.167; C -0.202; C -0.448; C -1.496; C -0.451; C -0.388; C -0.416; H 0.178; H 0.452; H 0.189; H 0.196; H 0.199; H 0.221; H 0.515; H 0.205; H 0.195; H 0.221; H 0.191; H 0.184; H 0.206; H 0.261

---

Formula: C5H8N
Source: the OMol25 dataset
Level of theory: wB97M-V/def2-TZVPD

```
14
C5H8N (wB97M-V/def2-TZVPD)
N 2.56 0.27 0.93
C 1.06 0.51 1.01
C 0.03 -0.03 0.10
C 0.39 -0.83 -1.03
C -1.38 0.52 0.21
C 2.03 -0.19 1.94
H -2.01 0.01 -0.41
H 0.74 1.51 1.28
H -0.06 -0.50 -1.94
H 1.49 -0.92 -1.18
H 2.08 -0.66 2.95
H 0.01 -1.74 -0.92
H -1.74 0.38 1.25
H -1.50 1.52 0.00
```

Net charge   +1
DFT total energy   -249.6703 hartree
Frontier orbital gap   9.3 eV

Partial charges, natural (NBO), in e: N -0.179; C -0.294; C 0.535; C -0.750; C -0.703; C 0.188; H 0.246; H 0.242; H 0.295; H 0.268; H 0.294; H 0.294; H 0.275; H 0.287

---

Formula: C25H19BeBrN7O2S
Source: the OMol25 dataset
Level of theory: wB97M-V/def2-TZVPD

```
56
C25H19BeBrN7O2S (wB97M-V/def2-TZVPD)
Br -2.56 -3.60 2.23
S -0.36 2.29 -2.50
O 0.65 1.04 0.16
O -1.82 1.20 0.15
N 3.03 -0.71 0.30
N -0.43 3.53 0.43
N -2.14 6.58 3.29
N 0.86 3.31 4.40
N 2.69 -2.50 1.58
N -2.73 1.00 -2.91
N -2.58 3.17 -3.58
C -2.00 2.11 -3.01
C 5.10 -3.20 1.71
C -1.12 -0.87 -2.57
C 5.55 -0.93 0.05
C -1.97 -2.95 -1.67
C -3.11 1.67 0.59
C 0.02 -0.14 0.62
C 6.58 -1.75 0.45
C -0.51 4.07 1.47
C -2.16 -1.03 1.12
C -1.51 -2.18 1.58
C 0.67 -1.28 1.03
C 4.04 -2.39 1.31
C -2.39 -0.32 -2.48
C -0.14 -2.31 1.55
C -3.46 -1.09 -2.02
C -3.25 -2.40 -1.62
C -0.92 -2.18 -2.15
C -1.43 5.72 3.03
C 4.28 -1.28 0.50
C -1.36 -0.02 0.65
C 6.36 -2.87 1.27
C 0.23 3.95 3.68
C 2.12 -1.50 0.97
C -0.57 4.63 2.71
Be -0.52 2.15 -0.39
H -3.89 1.12 0.06
H 0.07 -2.61 -2.23
H 5.72 -0.06 -0.58
H 0.35 -3.20 1.89
H 4.92 -4.07 2.34
H -4.08 -2.99 -1.27
H 1.44 1.25 0.68
H 2.86 0.00 -0.40
H 7.59 -1.52 0.12
H -3.20 1.54 1.66
H -2.03 4.01 -3.67
H -0.30 -0.31 -2.99
H -3.15 2.72 0.33
H -3.69 1.09 -3.19
H -4.46 -0.67 -1.99
H -1.81 -3.96 -1.35
H -3.23 -0.95 1.15
H -3.47 3.13 -4.04
H 7.21 -3.48 1.55
```

Net charge   +1
DFT total energy   -4484.6913 hartree
Frontier orbital gap   7.8 eV

Partial charges, natural (NBO), in e: Br 0.127; S -0.380; O -0.814; O -0.652; N -0.573; N -0.870; N -0.289; N -0.315; N -0.410; N -0.576; N -0.744; C 0.384; C -0.172; C -0.270; C -0.264; C -0.203; C -0.252; C 0.274; C -0.182; C 0.567; C -0.233; C -0.072; C -0.092; C 0.055; C 0.196; C -0.198; C -0.264; C -0.190; C -0.176; C 0.275; C 0.172; C 0.224; C -0.215; C 0.285; C 0.335; C -0.544; Be 1.584; H 0.201; H 0.232; H 0.222; H 0.278; H 0.233; H 0.238; H 0.548; H 0.413; H 0.226; H 0.225; H 0.440; H 0.245; H 0.227; H 0.406; H 0.216; H 0.239; H 0.247; H 0.411; H 0.228

---

Formula: C5H11NOS
Source: the OMol25 dataset
Level of theory: wB97M-V/def2-TZVPD

```
19
C5H11NOS (wB97M-V/def2-TZVPD)
S -1.85 -1.56 -0.65
O 1.30 1.11 -1.33
N 2.23 -0.98 0.55
C -0.31 -0.80 -0.30
C -0.02 0.65 -1.03
C 0.99 -1.57 -0.04
C -1.56 1.46 0.65
C -0.36 0.56 0.40
H -2.27 1.44 -0.11
H -0.99 0.99 -1.56
H 2.81 -1.85 0.70
H -2.86 -0.60 0.84
H 2.63 -0.24 -0.15
H -1.22 2.46 0.86
H 1.24 -2.19 -1.02
H 1.05 2.05 -0.97
H 0.58 0.43 0.96
H -2.25 1.15 1.51
H 0.85 -2.51 0.67
```

DFT total energy   -725.0776 hartree
Frontier orbital gap   7.7 eV

Partial charges, natural (NBO), in e: S 0.072; O -0.699; N -0.864; C -0.251; C 0.065; C -0.239; C -0.606; C -0.303; H 0.219; H 0.190; H 0.378; H 0.087; H 0.393; H 0.227; H 0.174; H 0.478; H 0.271; H 0.209; H 0.200